This record from OMol25 describes C27H40NOTc as an isolated structure at a distorted geometry. The level of theory is the ωB97M-V functional and the def2-TZVPD basis.

Results
Expectation value of S²: 3.80
Net charge: +1
E_HOMO (spin up / spin down) (eV): -8.47 / -10.36
Frontier orbital gap (spin up / spin down) (Ha): 0.198 / 0.246
Multiplicity: 4
Molecular weight (u): 492.62
Energy above the lowest of the compared OMol25 structures with the same formula, charge and spin (eV): 1.5555

XYZ file:
```
70
Properties=species:S:1:pos:R:3:forces:R:3
C -1.31623 2.46355 -0.74283 -0.89 0.55 -0.48
C -2.27125 1.80408 0.10863 -0.21 0.42 -0.75
C -2.97956 0.84721 -0.68175 -0.27 0.20 -0.03
C -2.40341 0.83314 -1.99911 -0.66 0.82 0.15
C -1.40692 1.86848 -2.04317 -0.19 0.83 0.07
Tc -0.82456 0.33608 -0.62083 0.99 -3.61 1.04
C 1.14977 -2.44897 -1.23729 1.08 0.06 -1.14
C 1.51809 -0.99092 -1.24249 -1.76 1.16 -2.13
H 2.52928 -0.75504 -0.90191 -0.45 0.11 0.80
C 0.80003 0.04780 -1.92734 3.47 -1.02 -1.12
H 0.37185 -0.18968 -2.91778 -0.29 -0.07 0.68
H 1.38461 0.98255 -1.99943 -0.29 -0.30 -0.09
C 2.43042 -3.26274 -0.96922 -0.03 0.25 0.16
H 2.83603 -3.04078 0.02820 -0.03 -0.04 -0.20
H 2.23121 -4.33554 -1.02799 0.09 0.18 -0.08
H 3.17405 -3.00187 -1.72862 0.03 -0.15 0.14
C 0.57333 -2.93748 -2.58796 0.03 0.26 -0.16
H -0.33443 -2.39388 -2.88352 0.24 -0.08 0.14
H 1.32278 -2.83478 -3.38121 -0.13 -0.03 0.09
H 0.30088 -3.99714 -2.49955 0.08 0.22 0.02
C -2.52737 2.07207 1.55243 0.00 -0.10 0.30
H -1.79646 2.78148 1.95247 -0.20 -0.08 -0.02
H -3.53483 2.48291 1.69978 0.22 -0.02 -0.04
H -2.46089 1.14567 2.13972 -0.05 0.21 -0.12
C -4.18334 0.11705 -0.18952 -0.16 -0.28 0.29
H -3.91178 -0.59392 0.59936 -0.15 0.10 -0.15
H -4.90802 0.81558 0.25014 0.15 -0.05 -0.24
H -4.67633 -0.43246 -0.99667 0.02 0.12 0.19
C -2.83728 0.02863 -3.18020 0.01 -0.29 -0.15
H -3.38160 -0.86630 -2.86754 0.11 0.11 -0.11
H -3.48348 0.60659 -3.85429 0.11 -0.03 0.22
H -1.96605 -0.29273 -3.76355 -0.21 -0.02 0.07
C -0.69675 2.35147 -3.26472 0.12 0.04 -0.09
H -0.57474 1.54860 -3.99572 0.02 0.14 0.04
H -1.25454 3.16015 -3.75307 0.01 -0.16 0.14
H 0.29129 2.74559 -3.01202 -0.09 -0.05 -0.13
C -0.47146 3.63771 -0.38191 0.27 0.10 0.11
H 0.44048 3.66756 -0.98730 -0.10 0.04 0.14
H -1.01125 4.58106 -0.54675 0.08 -0.24 0.02
H -0.18543 3.60655 0.67507 0.02 0.06 -0.15
C -1.10045 -1.83304 -0.43419 -2.06 0.33 -1.66
C 0.09304 -2.67902 -0.20313 -0.73 0.81 3.33
C -2.31534 -2.48973 -0.53616 0.28 0.69 0.00
C -0.12837 -4.10861 0.16440 -0.22 -0.10 0.08
H 0.27613 -2.10215 0.77339 1.35 -1.05 -0.53
C -2.48348 -3.83353 -0.17031 -0.70 -0.26 -0.25
H -3.19883 -1.95331 -0.88763 0.27 -0.22 0.36
C -1.38751 -4.62016 0.22344 0.48 -0.39 0.06
H 0.74881 -4.70013 0.42783 -0.36 0.08 0.04
H -3.48505 -4.26443 -0.20699 0.31 0.04 0.02
H -1.54686 -5.65174 0.54774 0.05 0.32 -0.15
O 0.27744 0.45224 1.08100 1.29 1.15 1.92
C 1.19894 1.09432 1.69547 -0.58 -1.01 -1.12
C 0.98794 1.56427 3.09228 -0.37 0.13 0.14
C 1.89757 0.84715 4.09145 0.28 -0.04 0.41
C 3.29668 1.45853 4.18400 0.03 -0.23 0.12
C 4.12134 1.28212 2.91465 0.22 0.15 -0.03
C 3.52433 1.98265 1.69487 0.04 0.03 0.02
N 2.37828 1.26937 1.10848 -0.23 0.14 -0.23
H 1.17013 2.64938 3.12710 -0.07 -0.17 0.05
H -0.06263 1.38303 3.34020 0.20 0.08 -0.15
H 1.43015 0.88949 5.08259 0.03 0.01 -0.24
H 1.97812 -0.21502 3.82627 -0.09 0.12 0.06
H 3.21016 2.52962 4.41572 0.03 -0.16 0.01
H 3.83467 0.98850 5.01794 -0.13 0.16 -0.15
H 5.11688 1.71423 3.07936 -0.16 -0.11 -0.05
H 4.26799 0.21602 2.69527 -0.03 0.17 -0.01
H 3.20722 3.00061 1.96668 0.11 -0.19 -0.12
H 4.28085 2.06955 0.90876 -0.24 -0.01 0.09
H 2.45571 0.90251 0.15895 -0.03 0.20 0.52
```
Positions in Å, forces in eV/Å.